No. 1
Molecular formula: C3H9NP2
Method: DFT, wB97M-V/def2-TZVPD

Structure (XYZ):
```
15
Properties=species:S:1:pos:R:3
C -2.60317 -0.75445 -0.39838
C 2.67871 -0.70111 -0.35689
C 0.03529 1.27864 -0.19147
N 0.04311 -0.93138 0.66550
P -1.24151 0.04089 0.31679
P 1.35001 0.05944 0.23458
H -2.56698 -1.22173 -1.28719
H -3.43932 -0.20816 -0.33250
H 2.74118 -1.21634 -1.27933
H 3.32768 0.04317 -0.19427
H -0.09773 1.78639 -1.14729
H -0.71007 2.81897 0.45577
H 0.16449 -1.97566 0.72550
H -1.72477 0.33705 1.51015
H 2.04310 0.64429 1.27902
```

Properties
**Orbital gap**: 6.485 eV
**Multiplicity**: 1
**Energy relative to the best compared isomer or geometry (same formula, charge and spin)**: 651.5 kJ/mol
**Maximum force**: 5.15 eV/A
**Total energy**: -23317.329 eV
**HOMO energy**: -7.5 eV

These are the Mulliken partial charges, in e, on atoms 1 to 5: number 1, C, carries -1.037; number 2, C, carries -0.893; number 3, C, carries -0.777; number 4, N, carries -0.313; number 5, P, carries 0.442

***

No. 2
Molecular formula: C38H61IrN5O7P2
Method: DFT, wB97M-V/def2-TZVPD

Structure (XYZ):
```
114
Properties=species:S:1:pos:R:3
Ir -0.31801 0.41429 -0.20761
C -3.93471 -0.83551 0.34169
C -2.94781 0.00329 1.11219
C -2.68961 1.31779 0.62589
C -3.53691 1.81779 -0.51711
C -2.12781 2.29129 1.50099
C -2.10501 3.72359 1.09219
C -1.73901 1.93099 2.80279
C -1.28311 3.00649 3.73949
C -1.87501 0.60249 3.22339
C -1.42221 0.17909 4.58619
C -2.53591 -0.34441 2.41249
C -2.91861 -1.63831 3.06389
H -3.73231 -0.84771 -0.72651
H -4.92761 -0.40151 0.48089
H -3.97701 -1.86401 0.67839
H -3.18751 2.76389 -0.91221
H -4.54671 1.98889 -0.13071
H -3.63211 1.10079 -1.32811
H -1.39471 4.29909 1.67419
H -3.09931 4.15449 1.23419
H -1.83241 3.84899 0.04979
H -0.34851 3.44899 3.39589
H -1.14161 2.65019 4.75179
H -2.02521 3.80129 3.77389
H -0.60971 0.80049 4.94449
H -1.07021 -0.84931 4.58569
H -2.24431 0.25189 5.30099
H -2.04061 -2.22861 3.32459
H -3.57531 -2.24931 2.45779
H -3.44381 -1.41961 3.99309
C 3.93109 4.01599 -0.24201
C 2.77289 3.16289 -0.70641
O 2.54819 3.25249 -2.09261
P 3.08499 1.38139 -0.43361
O 4.37509 1.17979 -1.31011
O 3.62989 1.20189 1.04219
O 2.02229 0.40209 -0.79181
P 1.14739 3.56029 0.13049
O 1.52179 4.33709 1.48649
O 0.32049 4.37259 -0.78291
O 0.62319 2.22229 0.63409
H 4.82939 3.72459 -0.78221
H 4.10329 3.87929 0.82279
H 3.72539 5.07159 -0.42671
H 2.49979 4.19389 -2.32951
H 4.97199 0.48779 -1.02451
H 2.93409 1.08729 1.70119
H 1.43639 5.28349 1.36239
C 4.40409 -2.86401 3.60609
C 3.32599 -1.91081 3.20179
C 3.17499 -0.68861 3.85799
C 2.18059 0.21839 3.46729
C 2.08859 1.56819 4.10419
C 1.31009 -0.14291 2.46209
C 1.42419 -1.37511 1.75279
C 2.47039 -2.24321 2.16789
N 0.57029 -1.54961 0.74499
C 0.23719 -2.73041 -0.00261
C 0.74809 -4.10181 0.45459
C 0.13899 -5.19851 -0.42671
C 0.59089 -4.98371 -1.87111
C 0.07859 -3.62771 -2.35601
C -1.44961 -3.63611 -2.30611
C -1.88761 -3.83421 -0.85991
C -1.38461 -5.18211 -0.34961
C -1.30691 -2.73471 0.01639
C 0.65249 -2.52111 -1.47211
H 5.15239 -2.37951 4.22749
H 4.89559 -3.28911 2.73439
H 3.97139 -3.68681 4.17589
H 3.83959 -0.42911 4.66509
H 3.07869 1.95789 4.32569
H 1.54779 1.51509 5.04839
H 1.57489 2.26279 3.44549
H 0.50959 0.52149 2.16399
H 2.65179 -3.16831 1.65569
H 0.50909 -4.27231 1.50589
H 1.82679 -4.15841 0.32019
H 0.50649 -6.16461 -0.06881
H 0.19739 -5.77521 -2.50711
H 1.67999 -5.01751 -1.92961
H 0.40939 -3.46631 -3.38701
H -1.83131 -4.45061 -2.92041
H -1.86501 -2.70501 -2.69851
H -2.98021 -3.79651 -0.79701
H -1.79571 -5.98691 -0.95701
H -1.71091 -5.34121 0.67929
H -1.64191 -2.86321 1.04279
H -1.61941 -1.73121 -0.33441
H 0.27309 -1.53211 -1.76531
H 1.73989 -2.49601 -1.53791
C -0.88441 2.36219 -2.82751
N -0.92561 2.73549 -4.22181
C -1.92451 1.93839 -4.91731
N -1.57231 0.52759 -4.80961
C -1.50661 0.13039 -3.42211
N -0.51421 0.93209 -2.65971
C 0.79689 0.75309 -3.34441
N 0.71819 1.12769 -4.73401
C 0.37779 2.53579 -4.83921
C -0.26671 0.32009 -5.42871
H -1.87711 2.52699 -2.40661
H -0.16341 2.99009 -2.29571
H -1.96391 2.22649 -5.96981
H -2.90791 2.10699 -4.47031
H -1.21071 -0.92081 -3.38511
H -2.49811 0.24739 -2.97351
H 1.11029 -0.29011 -3.27041
H 1.53919 1.37599 -2.85251
H 0.34639 2.84169 -5.88661
H 1.12839 3.12359 -4.30851
H 0.00809 -0.73641 -5.35681
H -0.31081 0.60119 -6.48041
```

Properties
**Orbital gap (alpha / beta)**: 7.287 / 3.805 eV
**Multiplicity**: 6
**Energy relative to the best compared isomer or geometry (same formula, charge and spin)**: 59.5 kJ/mol
**Maximum force**: 1.91 eV/A
**⟨S²⟩**: 8.818
**Total energy**: -83584.543 eV
**Total charge**: +2
**HOMO energy (alpha / beta)**: -13.0 / -13.0 eV

These are the Mulliken partial charges, in e, on atoms 1 to 5: number 1, Ir, carries 4.819; number 2, C, carries -2.076; number 3, C, carries 0.773; number 4, C, carries 0.865; number 5, C, carries -2.824

***

No. 3
Molecular formula: C26H50B2N3O17
Method: DFT, wB97M-V/def2-TZVPD

Structure (XYZ):
```
98
Properties=species:S:1:pos:R:3
C 6.10874 -1.67334 1.16283
C 6.21157 -1.01000 -0.21880
C 4.94137 -1.32041 -1.05428
N 4.20862 -0.17945 -1.57012
B 2.82116 0.09955 -0.90428
N 2.22688 1.34109 -1.66484
C 1.81623 -1.25528 -1.07902
N 1.07306 -1.69622 0.14596
C 1.68425 -2.81929 0.84617
C 3.02694 0.46959 0.68333
B 2.05282 1.52326 1.29402
O 0.73345 1.71709 0.93439
O 2.48687 2.33621 2.36930
H 5.85785 -2.72464 1.04444
H 7.00867 -1.55146 1.76677
H 5.26675 -1.16509 1.64154
H 7.07115 -1.41297 -0.75356
H 6.33015 0.06440 -0.08056
H 4.29701 -1.96348 -0.43887
H 5.28312 -1.93020 -1.90273
H 4.13497 -0.24625 -2.57694
H 2.32558 1.17514 -2.66572
H 1.22284 1.39145 -1.51876
H 2.38595 -2.11729 -1.47454
H 1.05507 -1.03580 -1.83917
H 0.14702 -1.98017 -0.14180
H 2.65491 -3.07881 0.41535
H 1.05993 -3.72073 0.81982
H 1.85327 -2.59284 1.90472
H 4.03870 0.88979 0.79018
H 3.00948 -0.40486 1.35042
H 0.57534 2.64084 0.69497
H 3.31614 2.75187 2.14477
C 3.61443 -6.40879 -0.91054
C 4.75824 -5.67445 -1.55276
C 5.94179 -6.50791 -1.99932
O 7.01821 -5.56295 -1.93835
C 6.68625 -4.61847 -1.01439
O 7.39842 -3.75297 -0.62946
O 5.40289 -4.78833 -0.62101
H 3.96498 -7.09626 -0.13838
H 2.93431 -5.69847 -0.44172
H 3.06425 -6.97742 -1.65778
H 4.39106 -5.05963 -2.38074
H 5.85389 -6.90074 -3.00882
H 6.14862 -7.32323 -1.30124
C -3.65537 5.66349 2.36671
C -2.92998 5.46766 1.06253
C -3.19031 4.14383 0.37849
O -1.98122 3.93718 -0.35629
C -0.98893 4.57697 0.30262
O 0.16996 4.42242 0.08651
O -1.50219 5.38573 1.26081
H -3.52321 4.79435 3.00528
H -3.27192 6.53443 2.90023
H -4.72023 5.80752 2.17972
H -3.12275 6.29285 0.37488
H -4.04407 4.15659 -0.29427
H -3.29309 3.32988 1.10068
C -3.57482 -1.43117 3.69235
C -4.57973 -0.32158 3.85053
C -5.40610 0.01407 2.62591
O -5.70279 1.40400 2.83424
C -4.70403 1.92272 3.59008
O -4.52464 3.08394 3.77442
O -3.92316 0.93969 4.07952
H -2.97867 -1.29132 2.79027
H -2.89247 -1.44705 4.54047
H -4.08522 -2.39295 3.63653
H -5.23312 -0.50745 4.70853
H -6.32756 -0.55530 2.54054
H -4.82493 -0.07917 1.70603
C -1.33646 -5.54877 -0.54591
C -0.81271 -6.34486 -1.70958
C -1.69674 -7.47262 -2.19700
O -0.74292 -8.38611 -2.75548
C 0.43819 -8.18728 -2.11956
O 1.38967 -8.89093 -2.23344
O 0.37684 -7.08137 -1.34619
H -1.68876 -6.20789 0.24924
H -0.55149 -4.91653 -0.13692
H -2.15909 -4.91118 -0.86965
H -0.54268 -5.68165 -2.53575
H -2.41707 -7.17721 -2.95483
H -2.21016 -7.97112 -1.37124
C -5.60528 10.91113 -1.98301
C -5.71837 9.41688 -1.83891
C -5.30772 8.84379 -0.49833
O -4.88527 7.52327 -0.85535
C -4.46455 7.55397 -2.14856
O -3.89681 6.66878 -2.69164
O -4.79681 8.74151 -2.71478
H -4.63278 11.26199 -1.63628
H -5.71209 11.19970 -3.02760
H -6.38605 11.40424 -1.40395
H -6.72501 9.07886 -2.10278
H -6.11316 8.79366 0.22950
H -4.45538 9.37638 -0.06973
```

Properties
**Orbital gap**: 4.671 eV
**Multiplicity**: 1
**Maximum force**: 0.85 eV/A
**Total energy**: -68408.891 eV
**Total charge**: -1
**HOMO energy**: -3.0 eV

These are the Mulliken partial charges, in e, on atoms 1 to 5: number 1, C, carries -0.960; number 2, C, carries -0.889; number 3, C, carries 0.393; number 4, N, carries -0.475; number 5, B, carries 1.031

***

No. 4
Molecular formula: H80O40
Method: DFT, wB97M-V/def2-TZVPD

Structure (XYZ):
```
120
Properties=species:S:1:pos:R:3
H 1.22524 1.13050 5.38529
H 2.17990 0.22334 4.78060
O 2.09938 1.19945 4.89173
H -3.62306 -4.04565 -3.56862
H -4.09438 -2.51573 -3.47181
O -3.39757 -3.10135 -3.70782
H 3.30435 0.91026 -1.09202
H 2.96705 1.84950 -2.42524
O 3.36530 1.03773 -2.02094
H 2.05223 4.99699 3.08695
H 0.82052 5.54803 2.79766
O 1.70398 5.67208 2.41449
H -1.85775 -3.15437 -0.39013
H -1.01236 -3.37973 0.73029
O -1.06179 -3.61292 -0.22424
H -4.54793 1.18637 2.25349
O -4.81097 2.09505 2.32319
H -1.09931 1.14375 -2.10031
O -0.98013 2.01565 -1.60426
H -4.41895 -3.26707 3.56474
H -4.78515 -4.32245 2.33813
O -5.11135 -3.61709 2.97706
H 0.26954 -3.79832 4.97421
H 1.30739 -2.71704 4.90674
O 0.42801 -2.89256 5.28542
H -1.25210 4.07328 -3.94163
H -0.73693 2.58572 -3.35098
O -0.52045 3.36758 -3.94066
H -4.69695 0.76713 -0.39266
H -3.36998 0.10411 -1.01347
O -4.23811 0.42125 -1.16767
H -0.67166 -0.83419 2.16909
O -1.44004 -0.70963 1.56960
H -2.49297 1.89644 3.52677
H -2.54114 1.56265 4.90695
O -2.21034 1.12817 4.06280
H -0.95755 -4.45025 -1.81610
H -2.02217 -4.98604 -2.73389
O -1.13907 -4.61293 -2.81073
H 1.33019 0.07906 2.33085
H 0.21724 -0.45237 3.31662
O 0.97351 -0.74472 2.80694
H -3.59984 -4.34632 1.69160
H -2.85011 -4.86380 0.54163
O -2.94929 -5.02130 1.50038
H -3.66774 4.24375 -1.14603
H -4.56509 4.11743 -2.48131
O -3.61240 4.14049 -2.13380
H 3.65221 -2.32900 1.83817
H 3.13677 -1.22480 0.70977
O 3.83599 -1.71232 1.14146
H 3.31677 4.49565 -2.05464
O 4.11694 4.81340 -2.46869
H -3.37762 -2.04575 -0.19513
H -4.66508 -3.04459 -0.45886
O -3.70942 -2.94382 -0.31424
H 3.92945 -5.76278 -1.01007
O 3.64675 -4.86053 -0.90888
H 4.18548 3.32141 1.82385
H 3.63368 3.03182 0.37605
O 3.63828 3.62408 1.09915
H 3.28404 -1.29471 3.32778
H 4.67256 -0.82085 3.88544
O 3.92507 -1.37980 4.02941
H 0.09767 6.10766 -1.26841
H -1.38006 5.57503 -1.51116
O -0.78910 6.10203 -0.95823
H -1.39753 0.57317 -4.65062
H -0.41751 -0.44502 -3.93189
O -1.02495 0.31387 -3.78784
H -6.49368 -1.13253 0.64186
H -6.37053 -0.69392 -0.78072
O -6.81494 -1.39909 -0.25602
H 4.02276 -3.23814 -1.62354
H 4.60806 -1.84574 -2.22599
O 4.53071 -2.77615 -2.26942
H -0.79480 3.81244 1.25273
H -2.05065 3.48908 1.78179
O -1.14169 3.49760 2.14807
H 1.43017 2.68066 2.07045
H 1.10799 1.67826 1.12588
O 1.67789 1.74403 1.94733
H 0.26488 0.28611 -0.73585
H 0.60224 0.11804 0.77519
O 0.97973 0.28999 -0.07229
H -4.69756 2.02717 -4.59141
H -3.69599 2.09213 -3.24729
O -3.81375 2.10404 -4.20741
H -2.40518 5.88403 1.41479
O -2.56456 5.30434 0.59861
H 0.43181 4.62248 -3.43496
H 2.01700 4.93637 -3.50847
O 1.26003 4.83084 -2.93701
H 4.81623 4.26639 -2.83316
H -5.49745 1.98189 2.96680
H 4.27802 -4.17579 -0.50387
H -1.68529 1.84666 -0.94185
H -2.10530 -0.08919 1.83554
H -1.83513 5.84568 0.08684
O 3.94835 0.95575 1.34123
H 4.22367 0.16246 0.92272
H 3.26565 0.71283 1.93981
O 4.14902 2.15477 -4.45402
H 4.91692 1.51738 -4.27258
H 3.73679 1.48150 -5.08261
O 1.23246 -1.00636 -3.69005
H 1.33898 -0.01978 -3.58479
H 2.11045 -0.96875 -3.20332
O 3.18996 -4.10524 3.91949
H 2.89055 -3.28068 3.49932
H 4.13808 -4.10650 3.76578
O 2.12462 -5.88839 1.05554
H 2.26522 -6.33933 1.88527
H 1.25317 -6.06010 0.66492
O 1.98123 -2.92497 -0.10063
H 2.20280 -3.52655 0.65805
H 1.31197 -3.46018 -0.58732
O 1.17220 -3.02205 -2.19432
H 0.32620 -3.10627 -2.55909
H 1.94112 -3.30130 -2.71136
```

Properties
**Orbital gap**: 8.713 eV
**Multiplicity**: 1
**Energy relative to the best compared isomer or geometry (same formula, charge and spin)**: 1233.8 kJ/mol
**Maximum force**: 4.35 eV/A
**Total energy**: -83193.028 eV
**HOMO energy**: -9.9 eV

These are the Mulliken partial charges, in e, on atoms 1 to 5: number 1, H, carries 0.338; number 2, H, carries 0.253; number 3, O, carries -0.594; number 4, H, carries 0.277; number 5, H, carries 0.290